Record 1
ORCA calculation (ωB97M-V/def2-TZVPD) on a molecular structure, C3H7ClN2Si in a non-equilibrium geometry.

Last column: Mulliken charge in e.
Atoms and positions in Å:
Cl 3.0159 0.2526 0.2250  -0.0630
Si 0.2125 -0.5898 -0.2539  0.0995
N -0.1550 0.5323 -1.4773  -0.4124
N -0.3864 0.2967 1.1029  -0.2881
C -0.7721 1.5976 0.5783  -0.1938
C 0.2996 -2.4839 -0.3879  -0.9388
C -0.5702 1.5507 -0.8376  -0.1576
H -0.1552 2.2523 1.1521  0.2718
H 0.3176 -2.9567 0.6738  0.2648
H 1.2119 -2.5462 -0.9436  0.3107
H -0.6990 2.4657 -1.4991  0.3246
H -0.5933 -2.7904 -0.9975  0.2658
H -1.8915 1.9810 0.6879  0.1866
H 0.1652 0.4381 1.9768  0.3298

Results
Orbital gap (spin up / spin down)   5.865 / 5.722 eV
E_tot   -26600.918 eV
LUMO energy (spin up / spin down)   0.6 / -4.1 eV
Multiplicity   3
HOMO energy (spin up / spin down)   -5.24 / -9.85 eV
Energy above the lowest of the compared OMol25 structures with the same formula, charge and spin   0.000 eV

***

Record 2
ORCA calculation (ωB97M-V/def2-TZVPD) on C7H10 in the gas phase.

Last column: Mulliken charge in e.
Atoms and positions in Å:
C -1.2248 0.7127 -0.9803  -0.5936
C 0.2019 0.4633 -1.3736  -0.4326
C -0.1362 -0.4731 1.5269  -0.7977
C -0.7430 -0.6966 -1.0831  -0.4017
C 1.1024 0.0456 -0.1977  -0.0474
C 0.1166 -1.1026 0.1305  -0.1179
C 0.8547 0.6798 1.1919  -0.7777
H 1.7421 0.6908 1.8324  0.2834
H -1.1659 -0.1847 1.7616  0.2847
H 2.1346 -0.1664 -0.4867  0.4572
H 0.4337 1.6903 1.1736  0.2719
H 0.5747 0.8165 -2.3310  0.3870
H -1.5000 1.1424 -0.0193  0.0891
H 0.2281 -1.1181 2.3321  0.2822
H -1.1723 -1.4029 -1.7882  0.3767
H 0.4214 -2.1501 0.1279  0.4642
H -1.8600 1.0384 -1.8007  0.2721

Results
Orbital gap   10.319 eV
E_tot   -7418.498 eV
LUMO energy   1.2 eV
HOMO energy   -9.07 eV
Energy above the lowest of the compared OMol25 structures with the same formula, charge and spin   2.537 eV

***

Record 3
ORCA calculation (ωB97M-V/def2-TZVPD) on CH5FNO2PS in the gas phase in a non-equilibrium geometry.

Last column: Mulliken charge in e.
Atoms and positions in Å:
S -0.8620 -0.2498 -1.3122  0.2001
P 1.7829 -0.9113 -0.0467  0.7353
F 0.9467 -0.6967 1.3543  -0.3101
O -1.7271 0.1937 -0.0002  -0.2539
O 0.7692 -0.0573 -0.9306  -0.2844
N 2.0835 -2.3747 -0.4091  -0.5987
C -2.0036 1.5247 0.1826  -0.5248
H -1.3643 1.7590 0.9805  0.2217
H 2.5974 0.1540 0.1073  0.0314
H -1.9158 1.9861 -0.7761  0.3557
H 2.8592 -2.8259 0.2486  0.2569
H -3.1661 1.4983 0.6017  0.1707

Results
Orbital gap   9.990 eV
E_tot   -29543.436 eV
LUMO energy   0.7 eV
HOMO energy   -9.32 eV
Energy above the lowest of the compared OMol25 structures with the same formula, charge and spin   1.079 eV

***

Record 4
ORCA calculation (ωB97M-V/def2-TZVPD) on a molecular structure, C16H31HgNP2S in a non-equilibrium geometry.

Last column: Mulliken charge in e.
Atoms and positions in Å:
Hg -0.8883 0.6625 0.5608  0.6459
S -2.6708 -0.9839 0.8115  -0.3845
P 0.8766 -1.8357 -5.3636  1.4997
P 3.4965 1.2389 -4.5627  1.1681
N -2.8785 -0.7480 3.6417  -0.4300
C 0.0785 -0.2637 -3.0989  -0.9259
C 2.7793 -1.8603 -2.7264  0.5437
C 3.0501 -0.7195 -1.6944  -1.0165
C 5.2395 1.4338 -4.1735  -1.5913
C -2.7790 -0.8381 2.4727  0.3176
C 3.2039 0.5911 -2.3119  -1.3050
C 2.3056 1.2779 -3.2371  0.6878
C 0.7052 2.0388 0.4451  -0.8151
C 1.9287 -0.6031 -6.2232  -1.3015
C 1.7218 -3.4186 -5.5796  -1.5059
C 1.4165 -2.3126 -2.7330  -1.4508
C 3.0403 2.6833 -5.5562  -1.5329
C 0.8312 0.9350 -3.6617  -1.1050
C -0.6572 -1.9362 -6.3023  -1.5340
C 0.4446 -1.7070 -3.6368  0.2197
C 3.3296 -0.1852 -5.6858  -1.2721
H 3.9930 -0.9694 -1.1744  0.4312
H 1.0871 2.1473 -0.5742  -0.0154
H 2.9685 3.5702 -4.9102  0.4222
H 3.9096 0.1565 -6.5622  0.6338
H -0.9898 -0.0975 -3.3262  0.6622
H 2.7799 -3.3515 -5.2896  0.3522
H 3.9463 1.2440 -1.8345  0.4792
H 3.8332 2.8445 -6.2996  0.4834
H 1.3102 0.2817 -6.4566  0.5280
H 3.0235 -1.4707 -3.7333  -1.2894
H 2.2867 2.3478 -2.9500  0.8648
H 5.3797 1.9421 -3.2115  0.3889
H -0.5165 -2.6333 -7.1364  0.4483
H 1.2449 -4.1898 -4.9611  0.4047
H -0.4891 -2.2983 -3.5648  0.5941
H 2.2595 -0.6974 -0.9196  0.1252
H 1.4965 1.6744 1.1104  0.3031
H -0.9318 -0.9465 -6.6935  0.4115
H 5.7294 0.4503 -4.1330  0.3966
H 0.7570 0.9407 -4.7599  0.4778
H 0.3020 2.9969 0.7951  0.3871
H 3.8982 -1.0459 -5.2932  0.5455
H 0.1488 -0.2705 -1.9975  -0.2587
H 2.1167 -1.0832 -7.2016  0.6565
H 1.0765 -3.0764 -2.0399  0.1116
H 5.7076 2.0388 -4.9624  0.4606
H 0.2452 1.8252 -3.3639  0.3943
H 1.6525 -3.7131 -6.6337  0.4954
H -1.4695 -2.3035 -5.6618  0.3851
H 3.4589 -2.7104 -2.5500  0.4697
H 2.0820 2.5223 -6.0699  0.3384

Results
Orbital gap   4.295 eV
E_tot   -52164.684 eV
LUMO energy   0.0 eV
HOMO energy   -4.26 eV
Energy above the lowest of the compared OMol25 structures with the same formula, charge and spin   4.945 eV

***

Record 5
ORCA calculation (ωB97M-V/def2-TZVPD) on a molecular structure, C5H13ClN3O3S in a non-equilibrium geometry.

Last column: Mulliken charge in e.
Atoms and positions in Å:
Cl -3.0723 0.1997 1.2195  -0.1414
S -0.6138 1.9294 -0.0003  0.9062
O 1.4872 1.7677 0.8182  -0.6258
O -1.8299 1.6303 -1.0274  -0.5080
O -1.0356 2.5568 1.1924  -0.5563
N 1.9935 -0.5290 0.8550  -0.2228
N -0.0298 0.4894 0.2664  0.0030
N -0.6503 -1.1550 -0.6816  -0.2390
C 3.2460 -0.6755 1.6658  -0.7957
C -1.6599 -1.7204 -0.0042  -0.3698
C -3.0762 -1.0515 -0.0146  -0.4217
C 1.2491 0.5631 0.7393  0.6096
C 0.4121 2.9373 -1.1676  -0.8921
H 0.8926 3.7692 -0.5365  0.3378
H 3.6783 0.3089 1.6689  0.3628
H 1.1479 2.1891 -1.5375  0.3193
H -0.9906 -0.5951 -1.4700  0.2622
H -1.3322 -1.9644 1.1016  0.3327
H 1.4832 -1.3618 0.7787  0.2104
H -2.6777 1.9402 -0.7947  0.4100
H 2.9575 -1.0313 2.7244  0.2854
H -3.6922 -1.7892 0.2347  0.4058
H -3.3410 -0.4412 -0.8704  0.2635
H -0.2529 3.2652 -1.9754  0.4136
H 3.8261 -1.5320 1.1995  0.2684
H -1.6819 -2.8283 -0.4219  0.3820

Results
Orbital gap (spin up / spin down)   8.666 / 8.667 eV
Total charge   +1
E_tot   -39354.603 eV
LUMO energy (spin up / spin down)   -5.3 / -5.3 eV
HOMO energy (spin up / spin down)   -14.01 / -14.01 eV

***

Record 6
ORCA calculation (ωB97M-V/def2-TZVPD) on C19H22N2O2S in the gas phase.

Last column: Mulliken charge in e.
Atoms and positions in Å:
S 1.8846 2.6158 -2.0374  -0.2523
O -1.7103 1.8101 -1.0996  -0.6683
O -1.7130 -5.7064 4.4243  -0.3750
N -1.0664 -3.4268 2.8803  0.1777
N 0.2058 1.1994 -0.0124  0.0400
C 0.4956 -1.7299 2.1746  -0.6044
C 0.2335 3.1576 -1.4166  -0.0198
C -0.4977 -5.0220 4.6188  -0.6503
C -0.8036 -2.2495 2.1852  0.4387
C -1.4627 -0.4576 0.6923  -0.7496
C 2.5145 2.4610 -4.6692  -0.5444
C -1.7704 -1.5867 1.4263  -0.3680
C -0.5370 1.9685 -0.8401  0.2708
C 2.5811 2.9163 -5.9723  -0.4636
C 0.8040 -0.6005 1.4498  -0.9555
C -2.1364 -5.5857 3.0873  -0.7892
C -0.1706 0.0520 0.6979  0.6803
C 2.0397 4.1462 -6.3093  -0.4834
C 1.3864 4.4870 -4.0224  -0.3145
C 1.4450 4.9269 -5.3327  -0.5751
C -2.3198 -4.1211 2.6730  -0.7679
C 1.9084 3.2441 -3.6952  0.6524
C -0.6400 -3.5416 4.2623  -0.5350
C 0.3732 4.2520 -0.3652  -1.2819
H 0.2893 -5.4728 3.9947  0.3481
H 1.1881 1.4316 0.0622  0.1616
H -0.2417 -5.1438 5.6726  0.3458
H -1.3971 -6.0549 2.4199  0.3629
H 2.0839 4.4972 -7.3292  0.3730
H -3.1355 -3.6775 3.2669  0.3836
H 0.9307 3.8890 0.4961  0.3028
H -2.7890 -1.9399 1.4116  0.3916
H 1.0303 5.8913 -5.5866  0.3723
H -1.3909 -3.0892 4.9321  0.2362
H -0.6145 4.5677 -0.0337  0.3787
H 2.9256 1.5011 -4.3960  0.3843
H 1.2794 -2.2274 2.7249  0.4009
H -3.0825 -6.1247 3.0159  0.3645
H 1.8173 -0.2227 1.4549  0.3163
H 0.3096 -3.0316 4.4115  0.3916
H 0.9399 5.1153 -3.2666  0.2768
H 0.8986 5.1128 -0.7739  0.3901
H 3.0497 2.3040 -6.7283  0.3686
H -2.2276 0.0367 0.1175  0.5141
H -2.5828 -4.0904 1.6154  0.4779
H -0.3247 3.5194 -2.2815  0.5965

Results
Orbital gap   8.200 eV
E_tot   -37970.607 eV
LUMO energy   0.7 eV
HOMO energy   -7.53 eV
Energy above the lowest of the compared OMol25 structures with the same formula, charge and spin   1.771 eV